[1]
{
  "formula": "C25H29N3O8S",
  "method": "ωB97M-V/def2-TZVPD",
  "mol_weight_da": 531.59,
  "orbital_gap_ev": 7.9800,
  "homo_ev": -8.43,
  "smiles": "COc1cc(/C=C/C(=O)OCC(=O)NC(=O)NC(C)C)cc(S(=O)(=O)N2CCc3ccccc32)c1OC",
  "e_tot_ev": -58081.1064,
  "fmax_ev_per_a": 1.20,
  "multiplicity": 1,
  "species": ["C", "H", "H", "H", "O", "C", "C", "C", "C", "C", "C", "O", "C", "H", "H", "H", "S", "O", "O", "N", "C", "C", "C", "C", "C", "C", "C", "H", "H", "C", "H", "H", "H", "H", "H", "H", "H", "C", "C", "C", "O", "O", "C", "C", "O", "N", "C", "O", "N", "H", "C", "C", "H", "H", "H", "C", "H", "H", "H", "H", "H", "H", "H", "H", "H", "H"],
  "xyz": [[-1.80, -5.32, -0.82], [-1.54, -5.14, -1.87], [-2.38, -6.23, -0.73], [-0.87, -5.42, -0.23], [-2.63, -4.30, -0.31], [-2.15, -3.03, -0.27], [-0.91, -2.64, -0.72], [-0.50, -1.30, -0.64], [-1.39, -0.38, -0.10], [-2.65, -0.76, 0.36], [-3.06, -2.08, 0.30], [-4.20, -2.67, 0.67], [-5.24, -2.02, 1.39], [-5.81, -1.36, 0.73], [-4.86, -1.45, 2.23], [-5.88, -2.83, 1.74], [-3.59, 0.66, 0.96], [-4.03, 0.47, 2.31], [-2.81, 1.84, 0.70], [-4.92, 0.64, -0.07], [-6.10, 1.35, 0.21], [-6.71, 1.52, 1.44], [-7.90, 2.22, 1.47], [-8.47, 2.74, 0.32], [-7.85, 2.55, -0.91], [-6.66, 1.86, -0.96], [-5.80, 1.50, -2.14], [-5.55, 2.36, -2.75], [-6.32, 0.77, -2.77], [-4.56, 0.88, -1.47], [-4.26, -0.07, -1.93], [-3.71, 1.56, -1.50], [-8.29, 2.95, -1.81], [-9.40, 3.28, 0.38], [-8.39, 2.38, 2.42], [-6.25, 1.13, 2.33], [-1.14, 0.66, -0.02], [0.81, -0.94, -1.11], [1.39, 0.27, -1.06], [2.74, 0.46, -1.58], [3.42, -0.39, -2.12], [3.17, 1.72, -1.39], [4.44, 2.08, -1.92], [5.60, 1.75, -0.96], [6.29, 2.63, -0.50], [5.75, 0.43, -0.73], [6.67, -0.23, 0.14], [6.62, -1.43, 0.24], [7.52, 0.59, 0.77], [7.45, 1.59, 0.59], [8.53, 0.12, 1.70], [9.92, 0.50, 1.19], [10.09, 0.07, 0.21], [10.01, 1.58, 1.13], [10.68, 0.12, 1.87], [8.26, 0.70, 3.08], [7.26, 0.42, 3.43], [8.32, 1.79, 3.05], [8.99, 0.33, 3.80], [8.43, -0.97, 1.73], [5.13, -0.22, -1.22], [4.41, 3.16, -2.07], [4.61, 1.55, -2.87], [0.92, 1.15, -0.64], [1.40, -1.74, -1.55], [-0.23, -3.36, -1.14]]
}


[2]
{
  "formula": "C8H9NS",
  "method": "ωB97M-V/def2-TZVPD",
  "mol_weight_da": 151.23,
  "orbital_gap_ev": [6.7031, 6.7025],
  "e_above_lowest_ev": 4.342,
  "homo_ev": [-7.04, -7.04],
  "e_tot_ev": -20761.3147,
  "fmax_ev_per_a": 5.27,
  "multiplicity": 1,
  "species": ["C", "C", "C", "C", "C", "C", "C", "C", "N", "S", "H", "H", "H", "H", "H", "H", "H", "H", "H"],
  "xyz": [[-0.75, 2.00, 0.27], [0.51, 2.35, 0.00], [-0.91, 0.53, 0.23], [0.47, 0.08, 0.01], [-2.11, -0.13, 0.28], [1.02, -1.12, 0.31], [3.34, -1.21, 0.18], [-2.35, -1.52, -0.23], [1.25, 1.17, -0.23], [4.16, -0.02, -0.43], [-1.53, 2.77, 0.45], [0.96, 3.27, -0.42], [-3.02, 0.47, 0.60], [0.57, -2.02, 0.37], [3.67, -2.22, 0.54], [-3.38, -1.78, 0.04], [-1.69, -2.36, -0.09], [-2.37, -1.41, -1.35], [2.16, 1.16, -0.53]]
}


[3]
{
  "formula": "C22H25ClN2O3S",
  "method": "ωB97M-V/def2-TZVPD",
  "mol_weight_da": 432.97,
  "orbital_gap_ev": 9.1574,
  "e_above_lowest_ev": 0.000,
  "homo_ev": -8.94,
  "smiles": "Cc1ccccc1NS(=O)(=O)c1cc(C(=O)NCCC2=CCCCC2)ccc1Cl",
  "e_tot_ev": -55700.6584,
  "fmax_ev_per_a": 0.91,
  "multiplicity": 1,
  "species": ["C", "C", "C", "C", "C", "C", "C", "N", "S", "O", "O", "C", "C", "C", "C", "C", "C", "Cl", "H", "H", "C", "O", "N", "H", "C", "H", "H", "C", "C", "C", "C", "C", "C", "C", "H", "H", "H", "H", "H", "H", "H", "H", "H", "H", "H", "H", "H", "H", "H", "H", "H", "H", "H", "H"],
  "xyz": [[2.78, 1.30, 2.29], [3.74, 0.45, 1.52], [5.04, 0.88, 1.27], [5.93, 0.11, 0.54], [5.53, -1.13, 0.07], [4.26, -1.59, 0.32], [3.36, -0.81, 1.04], [2.07, -1.32, 1.25], [1.04, -1.53, -0.04], [1.69, -2.28, -1.06], [-0.18, -2.03, 0.52], [0.70, 0.16, -0.58], [-0.46, 0.72, -0.08], [-0.79, 2.03, -0.37], [0.08, 2.79, -1.15], [1.24, 2.24, -1.65], [1.56, 0.91, -1.38], [2.99, 0.21, -2.02], [1.92, 2.82, -2.26], [-0.17, 3.82, -1.34], [-2.05, 2.66, 0.16], [-2.12, 3.84, 0.45], [-3.06, 1.78, 0.28], [-2.93, 0.82, 0.02], [-4.34, 2.06, 0.90], [-4.59, 3.11, 0.72], [-4.26, 1.91, 1.98], [-5.41, 1.14, 0.30], [-5.00, -0.32, 0.24], [-4.16, -0.89, 1.09], [-3.68, -2.31, 0.99], [-4.05, -2.94, -0.35], [-5.49, -2.59, -0.70], [-5.62, -1.08, -0.90], [-6.67, -0.81, -0.99], [-5.12, -0.79, -1.83], [-5.80, -3.11, -1.61], [-6.15, -2.91, 0.11], [-3.92, -4.02, -0.30], [-3.38, -2.56, -1.12], [-2.59, -2.34, 1.12], [-4.12, -2.89, 1.81], [-3.76, -0.34, 1.93], [-5.63, 1.47, -0.71], [-6.32, 1.24, 0.89], [-1.07, 0.09, 0.55], [1.57, -0.90, 2.02], [3.92, -2.55, -0.05], [6.22, -1.74, -0.50], [6.92, 0.48, 0.35], [5.34, 1.85, 1.63], [3.24, 2.26, 2.53], [1.87, 1.49, 1.72], [2.50, 0.82, 3.23]]
}